1.
Computed, not measured: C20H36BN8Pt as an isolated structure, with ωB97M-V/def2-TZVPD.

Element x y z (Å)
Pt1 0.082 -0.197 -0.385
C1 -1.198 2.638 -3.820
C2 0.071 2.106 -3.146
C3 0.191 0.601 -3.360
C4 0.099 2.544 -1.707
C5 0.117 3.867 -1.243
C6 0.106 3.785 0.132
N1 0.078 2.493 0.472
N2 0.076 1.738 -0.640
B1 0.071 1.772 1.822
N3 1.383 0.928 1.867
C7 2.303 0.859 2.837
C8 3.368 0.112 2.386
C9 3.038 -0.249 1.070
N4 1.848 0.264 0.771
C10 3.937 -1.019 0.133
C11 5.269 -0.267 -0.004
C12 3.355 -1.318 -1.258
N5 -1.235 0.913 1.861
C13 -2.126 0.792 2.853
C14 -3.176 0.016 2.415
C15 -2.867 -0.311 1.084
N6 -1.700 0.246 0.766
C16 -3.766 -1.078 0.144
C17 -5.127 -0.371 0.079
C18 -3.218 -1.290 -1.275
H1 -1.172 2.432 -4.890
H2 -1.307 3.713 -3.685
H3 -2.082 2.154 -3.399
H4 0.935 2.580 -3.623
H5 -0.643 0.074 -2.883
H6 1.138 0.208 -2.984
H7 0.144 0.377 -4.426
H8 0.139 4.759 -1.845
H9 0.110 4.552 0.888
H10 0.064 2.540 2.738
H11 2.136 1.346 3.783
H12 4.272 -0.122 2.922
H13 4.153 -1.967 0.634
H14 5.101 0.709 -0.463
H15 5.955 -0.832 -0.636
H16 5.748 -0.109 0.961
H17 2.347 -0.921 -1.385
H18 3.328 -2.391 -1.457
H19 3.963 -0.864 -2.039
H20 -1.958 1.278 3.800
H21 -4.056 -0.263 2.969
H22 -3.933 -2.054 0.610
H23 -5.003 0.644 -0.304
H24 -5.599 -0.306 1.059
H25 -5.800 -0.911 -0.587
H26 -2.176 -0.984 -1.373
H27 -3.781 -0.701 -1.999
H28 -3.297 -2.335 -1.577
N7 0.137 -1.611 2.555
C19 0.332 -2.956 2.045
C20 -0.413 -3.178 0.741
N8 0.070 -2.327 -0.383
H29 0.806 -1.390 3.281
H30 -0.790 -1.498 2.951
H31 -0.002 -3.739 2.736
H32 1.401 -3.114 1.878
H33 -1.478 -2.976 0.874
H34 -0.300 -4.225 0.454
H35 -0.491 -2.560 -1.198
H36 1.024 -2.606 -0.601

The HOMO energy comes out at -11.25 eV. The energy relative to the best compared isomer or geometry (same formula, charge and spin) comes out at 1.815 eV. The charge is +1. The frontier orbital gap is 8.08 eV.


2.
Computed, not measured: C27H31Cl2N2O2Rh as an isolated structure at a distorted geometry, with ωB97M-V/def2-TZVPD.

Element x y z (Å)
Rh1 0.013 0.431 0.012
C1 -2.075 -1.677 -1.330
C2 -0.786 -1.817 -0.561
C3 -0.782 -2.252 0.780
C4 0.387 -2.616 1.419
C5 0.380 -3.037 2.863
C6 1.592 -2.570 0.699
C7 1.646 -2.098 -0.594
C8 2.945 -1.976 -1.339
C9 0.449 -1.683 -1.209
H1 -2.084 -0.771 -1.936
H2 -2.927 -1.645 -0.653
H3 -2.199 -2.531 -1.999
H4 -1.726 -2.312 1.309
H5 0.626 -2.192 3.510
H6 1.117 -3.820 3.048
H7 -0.600 -3.407 3.163
H8 2.509 -2.882 1.189
H9 3.145 -0.928 -1.574
H10 2.913 -2.522 -2.284
H11 3.776 -2.361 -0.750
H12 0.466 -1.368 -2.247
C10 2.011 3.485 1.430
C11 2.597 2.152 0.938
C12 3.572 2.378 -0.223
C13 3.279 1.400 2.087
N1 1.504 1.359 0.489
H13 2.814 4.125 1.800
H14 1.297 3.308 2.236
H15 1.490 3.998 0.621
H16 4.403 3.003 0.106
H17 3.065 2.874 -1.051
H18 3.972 1.427 -0.578
H19 4.114 1.989 2.470
H20 3.659 0.437 1.742
H21 2.570 1.226 2.897
Cl1 -0.703 1.001 3.550
C14 -1.776 2.045 4.439
C15 -1.768 1.992 5.822
C16 -2.572 2.860 6.542
C17 -3.384 3.765 5.874
C18 -3.400 3.781 4.490
Cl2 -4.464 4.885 3.685
C19 -2.597 2.923 3.730
N2 -2.629 2.914 2.342
C20 -2.168 3.993 1.579
C21 -1.474 5.052 2.159
C22 -1.003 6.096 1.381
C23 -1.195 6.086 0.006
C24 -1.876 5.024 -0.572
C25 -2.384 3.984 0.194
C26 -3.104 2.825 -0.463
C27 -2.132 1.670 -0.521
O1 -1.272 1.608 -1.434
O2 -2.104 0.839 0.450
H22 -1.118 1.287 6.320
H23 -2.564 2.835 7.623
H24 -4.023 4.448 6.415
H25 -2.479 2.004 1.910
H26 -1.303 5.056 3.230
H27 -0.473 6.914 1.853
H28 -0.821 6.893 -0.609
H29 -2.026 4.999 -1.645
H30 -3.404 3.100 -1.472
H31 -3.979 2.536 0.121

The HOMO energy (spin up / spin down) comes out at -7.79 / -7.79 eV. The energy relative to the best compared isomer or geometry (same formula, charge and spin) comes out at 1.007 eV. The charge is 0. The frontier orbital gap (spin up / spin down) is 7.21 / 7.22 eV.


3.
Computed, not measured: a 2-piece molecular cluster, C32H35N3O3 overall at a distorted geometry, with ωB97M-V/def2-TZVPD.

Element x y z (Å)
C1 -4.375 -3.994 -1.076
N1 -3.896 -2.687 -0.680
C2 -3.697 -1.702 -1.604
O1 -3.842 -1.819 -2.819
C3 -3.221 -0.466 -0.846
C4 -4.231 0.688 -0.907
C5 -4.454 1.195 -2.314
C6 -5.734 1.168 -2.878
C7 -5.904 1.497 -4.225
C8 -4.811 1.923 -4.992
C9 -3.550 2.035 -4.393
C10 -3.371 1.684 -3.050
N2 -3.046 -0.968 0.517
C11 -2.566 -0.100 1.448
C12 -2.268 -0.445 2.758
C13 -1.732 0.347 3.780
C14 -1.581 -0.128 5.134
C15 -1.140 0.715 6.199
C16 -0.993 0.221 7.494
C17 -1.305 -1.124 7.789
C18 -1.773 -1.956 6.761
C19 -1.897 -1.471 5.463
C20 -3.471 -2.379 0.687
C21 -4.664 -2.555 1.636
C22 -2.335 -3.326 1.093
H1 -4.654 -3.953 -2.130
H2 -3.594 -4.752 -0.943
H3 -5.245 -4.279 -0.474
H4 -2.249 -0.135 -1.261
H5 -5.187 0.334 -0.483
H6 -3.851 1.509 -0.275
H7 -6.577 0.848 -2.256
H8 -6.893 1.412 -4.676
H9 -4.943 2.178 -6.046
H10 -2.694 2.386 -4.968
H11 -2.393 1.763 -2.566
H12 -2.405 0.914 1.077
H13 -2.509 -1.473 3.001
H14 -1.509 1.396 3.628
H15 -0.926 1.764 5.969
H16 -0.641 0.878 8.300
H17 -1.201 -1.516 8.799
H18 -2.050 -2.999 6.954
H19 -2.261 -2.148 4.687
H20 -5.536 -2.004 1.258
H21 -4.921 -3.622 1.684
H22 -4.428 -2.205 2.646
H23 -1.559 -3.329 0.317
H24 -1.885 -3.032 2.045
H25 -2.744 -4.341 1.196
C23 4.519 1.900 5.902
C24 3.286 1.895 6.576
C25 2.389 2.949 6.385
C26 2.693 3.967 5.477
C27 1.610 4.948 5.111
C28 0.598 4.438 4.079
C29 -0.412 5.577 3.906
O2 -1.695 4.977 3.999
C30 -1.525 3.610 4.169
O3 -2.545 2.915 4.115
N3 -0.219 3.268 4.374
C31 3.970 4.042 4.902
C32 4.867 2.982 5.077
H26 5.213 1.065 6.031
H27 3.004 1.071 7.236
H28 1.423 2.976 6.894
H29 1.048 5.231 6.016
H30 2.057 5.852 4.664
H31 1.146 4.294 3.123
H32 -0.335 6.326 4.710
H33 -0.283 6.072 2.935
H34 4.228 4.913 4.291
H35 5.827 2.991 4.554

The HOMO energy comes out at -6.89 eV. The energy relative to the best compared isomer or geometry (same formula, charge and spin) comes out at 3.737 eV. The charge is 0. The frontier orbital gap is 5.09 eV.


4.
Computed, not measured: a 3-piece molecular cluster, C5H13NO2 overall, with ωB97M-V/def2-TZVPD.

Element x y z (Å)
C1 1.154 0.673 -1.990
N1 -1.054 1.194 -0.142
C2 -0.807 -0.098 -0.629
C3 0.192 -0.368 -1.484
C4 -2.530 -1.060 0.874
C5 -1.660 -1.178 -0.124
H1 0.693 1.301 -2.751
H2 1.488 1.347 -1.194
H3 2.015 0.198 -2.451
H4 -0.692 1.924 -0.738
H5 -2.032 1.371 0.023
H6 0.280 -1.384 -1.857
H7 -2.673 -0.135 1.416
H8 -3.099 -1.925 1.177
H9 -1.514 -2.141 -0.591
H10 1.736 -0.930 0.163
H11 3.234 -0.816 0.554
O1 2.379 -1.115 0.874
H12 1.566 0.683 2.013
H13 0.311 1.304 1.427
O2 1.040 1.502 2.031

The HOMO energy comes out at -8.63 eV. Its SMILES is C=C/C(N)=C/C.O.O. The energy relative to the best compared isomer or geometry (same formula, charge and spin) comes out at 1.517 eV. The charge is 0. The frontier orbital gap is 9.34 eV.


5.
Computed, not measured: a 2-piece molecular cluster, C3H7F3N overall at a distorted geometry, with ωB97M-V/def2-TZVPD.

Element x y z (Å)
C1 0.126 -1.349 -0.307
C2 0.163 1.005 0.569
C3 -0.205 0.044 -0.419
N1 -2.556 0.143 -0.171
F1 -2.734 -0.248 1.080
F2 -3.539 -0.565 -0.854
F3 -2.919 1.419 -0.216
H1 -0.932 -1.819 -0.210
H2 0.508 -1.827 -1.225
H3 0.655 -1.423 0.585
H4 0.192 0.628 1.622
H5 -0.678 1.702 0.658
H6 1.007 1.447 0.079
H7 -0.413 0.627 -1.374

The HOMO energy comes out at -17.33 eV. The energy relative to the best compared isomer or geometry (same formula, charge and spin) comes out at 0.788 eV. The charge is +1. The frontier orbital gap is 11.02 eV.


6.
Computed, not measured: C4H9N4O as an isolated structure at a distorted geometry, with ωB97M-V/def2-TZVPD.

Element x y z (Å)
C1 -1.939 1.217 0.208
C2 1.392 0.786 0.000
C3 -1.029 -0.157 -0.222
C4 -1.628 -1.375 -0.771
N1 -2.038 0.506 1.294
N2 2.544 0.668 0.672
N3 1.112 1.874 -0.680
N4 0.352 -0.165 0.307
O1 -1.920 2.229 -0.367
H1 -2.683 -1.464 -0.580
H2 -1.172 -2.377 -0.473
H3 -1.542 -1.316 -1.978
H4 -2.559 0.683 2.130
H5 3.167 1.574 0.617
H6 2.878 -0.121 1.269
H7 1.776 2.438 -1.166
H8 0.174 1.976 -1.022
H9 0.640 -0.752 1.087

The HOMO energy comes out at -13.50 eV. The energy relative to the best compared isomer or geometry (same formula, charge and spin) comes out at 2.906 eV. The charge is +1. The frontier orbital gap is 9.37 eV.


7.
Computed, not measured: a 4-piece molecular cluster, C22H28N7O overall at a distorted geometry, with ωB97M-V/def2-TZVPD.

Element x y z (Å)
C1 2.347 -2.081 0.546
C2 3.422 -0.925 0.497
C3 3.245 0.112 -0.669
N1 1.942 0.178 -1.317
N2 1.003 1.026 -0.716
C4 -0.024 1.331 -1.546
C5 -1.084 2.165 -1.008
C6 -2.322 2.532 -1.836
C7 -3.512 1.691 -1.239
C8 -4.803 2.273 -1.042
C9 -5.849 1.494 -0.457
C10 -5.653 0.136 -0.058
C11 -6.740 -0.727 0.614
C12 -4.351 -0.428 -0.297
C13 -3.267 0.310 -0.878
C14 -0.848 2.569 0.355
N3 -1.809 3.416 1.012
C15 -2.718 2.771 1.563
O1 -3.522 2.188 2.158
C16 0.315 2.152 1.090
N4 1.212 1.353 0.513
H1 2.021 -2.394 -0.472
H2 1.415 -1.727 1.050
H3 2.755 -2.982 1.017
H4 3.378 -0.408 1.490
H5 4.425 -1.406 0.419
H6 3.971 -0.215 -1.458
H7 3.646 1.106 -0.357
H8 1.525 -0.710 -1.576
H9 -0.081 0.963 -2.588
H10 -2.556 3.614 -1.832
H11 -2.144 2.127 -2.862
H12 -4.917 3.330 -1.357
H13 -6.819 2.012 -0.302
H14 -6.271 -1.687 0.925
H15 -7.572 -0.939 -0.101
H16 -7.192 -0.202 1.487
H17 -4.152 -1.475 0.011
H18 -2.293 -0.185 -1.025
H19 0.460 2.476 2.135
C17 -0.583 -5.869 0.596
C18 0.394 -4.763 0.543
N5 1.161 -3.899 0.501
H20 -1.579 -5.495 0.366
H21 -0.314 -6.635 -0.130
H22 -0.589 -6.309 1.592
C19 3.102 0.514 5.106
C20 4.219 -0.381 4.749
N6 5.095 -1.079 4.483
H23 2.285 -0.065 5.533
H24 3.437 1.250 5.836
H25 2.745 1.033 4.216
C21 5.599 1.459 -4.559
C22 6.123 0.646 -3.445
N7 6.532 0.012 -2.575
H26 4.896 0.871 -5.148
H27 5.090 2.339 -4.168
H28 6.419 1.779 -5.200

The HOMO energy comes out at -11.77 eV. The charge is +1. The frontier orbital gap is 7.61 eV.


8.
Computed, not measured: a 2-piece molecular cluster, C2H2ClF overall at a distorted geometry, with ωB97M-V/def2-TZVPD.

Element x y z (Å)
C1 0.627 -0.955 1.431
C2 -0.165 -1.314 0.596
F1 -0.901 -1.809 -0.368
Cl1 -0.749 2.234 -2.482
H1 -0.058 2.360 -1.294
H2 1.246 -0.517 2.115

The HOMO energy comes out at -10.83 eV. Its SMILES is C#CF.Cl. The energy relative to the best compared isomer or geometry (same formula, charge and spin) comes out at 2.314 eV. The charge is 0. The frontier orbital gap is 11.36 eV.


What did the second record say?
Computed, not measured: C27H31Cl2N2O2Rh as an isolated structure at a distorted geometry, with ωB97M-V/def2-TZVPD.

Element x y z (Å)
Rh1 0.013 0.431 0.012
C1 -2.075 -1.677 -1.330
C2 -0.786 -1.817 -0.561
C3 -0.782 -2.252 0.780
C4 0.387 -2.616 1.419
C5 0.380 -3.037 2.863
C6 1.592 -2.570 0.699
C7 1.646 -2.098 -0.594
C8 2.945 -1.976 -1.339
C9 0.449 -1.683 -1.209
H1 -2.084 -0.771 -1.936
H2 -2.927 -1.645 -0.653
H3 -2.199 -2.531 -1.999
H4 -1.726 -2.312 1.309
H5 0.626 -2.192 3.510
H6 1.117 -3.820 3.048
H7 -0.600 -3.407 3.163
H8 2.509 -2.882 1.189
H9 3.145 -0.928 -1.574
H10 2.913 -2.522 -2.284
H11 3.776 -2.361 -0.750
H12 0.466 -1.368 -2.247
C10 2.011 3.485 1.430
C11 2.597 2.152 0.938
C12 3.572 2.378 -0.223
C13 3.279 1.400 2.087
N1 1.504 1.359 0.489
H13 2.814 4.125 1.800
H14 1.297 3.308 2.236
H15 1.490 3.998 0.621
H16 4.403 3.003 0.106
H17 3.065 2.874 -1.051
H18 3.972 1.427 -0.578
H19 4.114 1.989 2.470
H20 3.659 0.437 1.742
H21 2.570 1.226 2.897
Cl1 -0.703 1.001 3.550
C14 -1.776 2.045 4.439
C15 -1.768 1.992 5.822
C16 -2.572 2.860 6.542
C17 -3.384 3.765 5.874
C18 -3.400 3.781 4.490
Cl2 -4.464 4.885 3.685
C19 -2.597 2.923 3.730
N2 -2.629 2.914 2.342
C20 -2.168 3.993 1.579
C21 -1.474 5.052 2.159
C22 -1.003 6.096 1.381
C23 -1.195 6.086 0.006
C24 -1.876 5.024 -0.572
C25 -2.384 3.984 0.194
C26 -3.104 2.825 -0.463
C27 -2.132 1.670 -0.521
O1 -1.272 1.608 -1.434
O2 -2.104 0.839 0.450
H22 -1.118 1.287 6.320
H23 -2.564 2.835 7.623
H24 -4.023 4.448 6.415
H25 -2.479 2.004 1.910
H26 -1.303 5.056 3.230
H27 -0.473 6.914 1.853
H28 -0.821 6.893 -0.609
H29 -2.026 4.999 -1.645
H30 -3.404 3.100 -1.472
H31 -3.979 2.536 0.121

The HOMO energy (spin up / spin down) comes out at -7.79 / -7.79 eV. The energy relative to the best compared isomer or geometry (same formula, charge and spin) comes out at 1.007 eV. The charge is 0. The frontier orbital gap (spin up / spin down) is 7.21 / 7.22 eV.